# H56O28

28 unconnected molecules or ions with the total composition H56O28 (ωB97M-V/def2-TZVPD, the Open Molecules 2025 dataset).

Summary:
HOMO-LUMO gap ... 10.7 eV
Highest occupied orbital energy ... -10.7 eV
Electronic energy ... -2140.425313 Eh
ΔE to the lowest compared entry with this formula, charge and spin ... 13.8 kcal/mol

Bonds (Å) are listed after each position.
Atoms and positions in Å:
1 O -0.0028 -3.3842 1.1565  H2 0.950, H3 0.986
2 H -0.6890 -4.0107 1.3562  O1 0.950
3 H 0.6287 -3.7391 0.4872  O1 0.986
4 O -3.3364 0.1375 -4.3131  H5 0.980, H6 0.968
5 H -3.8303 0.2702 -3.4768  O4 0.980
6 H -2.6767 0.8453 -4.3377  O4 0.968
7 O 1.6539 2.9199 5.6478  H8 0.948, H9 0.953
8 H 1.7567 1.9895 5.4968  O7 0.948
9 H 2.3824 3.2532 6.1634  O7 0.953
10 O 0.2362 -4.2614 -4.0086  H11 0.964, H12 0.951
11 H 0.9514 -3.8946 -4.5415  O10 0.964
12 H -0.3807 -3.5381 -4.0250  O10 0.951
13 O 3.4870 2.5505 1.8680  H14 0.948, H15 0.952
14 H 2.7802 3.1679 2.0013  O13 0.948
15 H 3.6181 2.4821 0.9280  O13 0.952
16 O -1.5724 -5.7512 1.5177  H17 0.970, H18 0.975
17 H -0.7845 -6.1661 1.1327  O16 0.970
18 H -2.1057 -5.3216 0.8236  O16 0.975
19 O -1.4775 -1.3870 -1.1703  H20 0.958, H21 0.971
20 H -1.1517 -1.5043 -0.2766  O19 0.958
21 H -1.2536 -2.1869 -1.6727  O19 0.971
22 O 1.8378 -3.9831 -1.1209  H23 0.955, H24 0.992
23 H 1.7797 -3.0600 -1.3586  O22 0.955
24 H 1.1964 -4.3073 -1.8048  O22 0.992
25 O 1.1702 -1.1646 -3.7985  H26 0.979, H27 0.987
26 H 1.1866 -0.2065 -3.9996  O25 0.979
27 H 0.2181 -1.2924 -3.5720  O25 0.987
28 O -0.8137 3.5623 -4.4504  H29 0.992, H30 0.954
29 H -1.1947 3.4039 -3.5485  O28 0.992
30 H -1.3606 4.2441 -4.8315  O28 0.954
31 O -5.1128 -0.8336 0.5820  H32 0.973, H33 0.964
32 H -5.0982 -1.7250 0.1918  O31 0.973
33 H -5.6715 -0.9590 1.3581  O31 0.964
34 O -2.1098 -1.1266 1.6437  H35 0.962, H36 1.013
35 H -1.2128 -1.3506 1.9083  O34 0.962
36 H -2.0278 -0.1204 1.7313  O34 1.013
37 O 0.1560 2.1879 -0.6245  H38 0.974, H39 0.968
38 H 0.1996 1.7776 0.2572  O37 0.974
39 H 0.5073 1.4380 -1.1261  O37 0.968
40 O -3.4317 -3.1467 0.1928  H41 0.974, H42 0.966
41 H -3.1058 -2.4989 -0.4579  O40 0.974
42 H -3.1123 -2.8667 1.0610  O40 0.966
43 O 1.8055 0.0702 5.3575  H44 0.950, H45 0.975
44 H 2.0957 -0.2193 6.2147  O43 0.950
45 H 2.5339 -0.1437 4.7449  O43 0.975
46 O 0.9043 1.3311 1.9433  H47 0.955, H48 0.986
47 H 0.8108 0.4634 2.3306  O46 0.955
48 H 1.8493 1.5574 2.1078  O46 0.986
49 O 3.1111 2.9151 -1.3071  H50 0.937, H51 0.964
50 H 3.2453 2.2389 -1.9425  O49 0.937
51 H 2.3436 3.4355 -1.5707  O49 0.964
52 O 1.2823 4.1600 1.2388  H53 0.980, H54 0.965
53 H 1.1504 3.4133 0.6179  O52 0.980
54 H 0.7922 4.0116 2.0566  O52 0.965
55 O -2.0439 1.9543 1.7165  H56 0.959, H57 0.960
56 H -2.6986 2.6283 1.5266  O55 0.959
57 H -1.3627 2.2790 2.3106  O55 0.960
58 O 1.9106 -0.4143 -1.2916  H59 0.966, H60 0.970
59 H 1.7285 -0.6067 -2.2202  O58 0.966
60 H 2.8640 -0.2753 -1.1769  O58 0.970
61 O 4.3381 -1.2654 0.2764  H62 0.974, H63 0.992
62 H 5.2707 -1.4187 0.0427  O61 0.974
63 H 3.9260 -2.1353 0.0371  O61 0.992
64 O -2.0344 3.2293 -1.8344  H65 0.967, H66 0.979
65 H -2.7570 2.7317 -1.4285  O64 0.967
66 H -1.2528 3.0344 -1.2774  O64 0.979
67 O 3.9878 0.2125 3.7908  H68 0.958, H69 0.973
68 H 4.4160 -0.6075 3.5417  O67 0.958
69 H 4.0505 0.7596 2.9890  O67 0.973
70 O 0.4722 -1.2246 2.8277  H71 0.960, H72 0.970
71 H 0.6405 -1.1887 3.7717  O70 0.960
72 H 0.8027 -2.0470 2.4344  O70 0.970
73 O -0.2270 3.4901 3.5827  H74 0.976, H75 0.961
74 H -0.7718 4.1803 4.0058  O73 0.976
75 H 0.4080 3.2490 4.2629  O73 0.961
76 O -1.9164 -2.0135 -3.9093  H77 0.954, H78 1.009
77 H -2.6589 -2.6123 -3.8929  O76 0.954
78 H -2.4279 -1.1478 -3.9907  O76 1.009
79 O 1.0178 1.6944 -4.0785  H80 0.973, H81 0.984
80 H 1.7261 2.3445 -4.2278  O79 0.973
81 H 0.2126 2.2356 -4.2439  O79 0.984
82 O -4.1284 -0.2886 -1.7690  H83 0.977, H84 0.967
83 H -3.1757 -0.4630 -1.6405  O82 0.977
84 H -4.4745 0.0085 -0.9165  O82 0.967

Mulliken population analysis, charges in e, atoms 1 to 5: atom 1 (O): -0.484, atom 2 (H): 0.249, atom 3 (H): 0.256, atom 4 (O): -0.695, atom 5 (H): 0.405



# CH13N2O4

5 unconnected molecules or ions with the total composition CH13N2O4 (ωB97M-V/def2-TZVPD, the Open Molecules 2025 dataset).

Summary:
HOMO-LUMO gap ... 10.6 eV
Highest occupied orbital energy ... -13.6 eV
Electronic energy ... -456.141606 Eh
Charge ... +1
ΔE to the lowest compared entry with this formula, charge and spin ... 19.3 kcal/mol

Bonds (Å) are listed after each position.
Atoms and positions in Å:
1 N -0.4147 -2.3719 -3.1632  C2 1.319, H4 1.008, H5 1.008
2 C 0.0832 -1.8605 -2.0536  N1 1.319, N3 1.296, H6 1.077
3 N -0.1145 -2.3895 -0.8869  C2 1.296, H7 1.011, H8 1.012
4 H -0.9345 -3.2300 -3.0701  N1 1.008
5 H -0.3465 -1.8674 -4.0337  N1 1.008
6 H 0.6609 -0.9556 -2.1351  C2 1.077
7 H 0.3587 -2.0527 -0.0594  N3 1.011
8 H -0.6900 -3.2192 -0.8259  N3 1.012
9 H -1.9314 3.8049 2.2564  O11 0.957
10 H -3.1072 4.8297 2.4584  O11 0.959
11 O -2.7259 4.1744 1.8712  H9 0.957, H10 0.959
12 H 4.6877 3.1929 1.3183  O14 0.968
13 H 4.9658 2.5418 2.6624  O14 0.968
14 O 5.0082 2.3685 1.7111  H12 0.968, H13 0.968
15 H 0.8377 -0.2408 1.9003  O17 0.966
16 H 1.3132 0.2536 0.5723  O17 0.971
17 O 0.7546 -0.4402 0.9591  H15 0.966, H16 0.971
18 H -2.4990 -1.2113 0.8212  O20 0.964
19 H -3.1733 -0.2345 -0.1965  O20 0.968
20 O -2.7330 -1.0923 -0.1061  H18 0.964, H19 0.968

Mulliken population analysis, charges in e, atoms 1 to 5: atom 1 (N): -0.328, atom 2 (C): 0.285, atom 3 (N): -0.224, atom 4 (H): 0.223, atom 5 (H): 0.249



# C13H19Cl2NO3S2

A single C13H19Cl2NO3S2 molecule (ωB97M-V/def2-TZVPD, the Open Molecules 2025 dataset).

Summary:
HOMO-LUMO gap ... 9.2 eV
Highest occupied orbital energy ... -8.7 eV
SMILES ... COc1ccc(S(=O)(=O)NCCSC(C)(C)C)c(Cl)c1Cl
Electronic energy ... -2503.978279 Eh
ΔE to the lowest compared entry with this formula, charge and spin ... 0.0 kcal/mol

Bonds (Å) are listed after each position.
Atoms and positions in Å:
1 C -3.8842 -3.3251 -1.6236  H2 1.088, H3 1.094, H4 1.094, O5 1.411
2 H -4.3331 -4.2664 -1.3118  C1 1.088
3 H -2.8496 -3.4995 -1.9319  C1 1.094
4 H -4.4540 -2.9107 -2.4600  C1 1.094
5 O -3.9483 -2.4868 -0.4903  C1 1.411, C6 1.345
6 C -3.4468 -1.2416 -0.5724  O5 1.345, C7 1.394, C11 1.408
7 C -2.8725 -0.6781 -1.7105  C6 1.394, C8 1.384, H40 1.077
8 C -2.3836 0.6157 -1.6744  C7 1.384, C9 1.379, H39 1.078
9 C -2.4561 1.3628 -0.5178  C8 1.379, C10 1.388, S14 1.791
10 C -3.0196 0.8232 0.6301  C9 1.388, C11 1.389, Cl13 1.706
11 C -3.5191 -0.4724 0.6041  C6 1.408, C10 1.389, Cl12 1.714
12 Cl -4.2183 -1.1690 2.0055  C11 1.714
13 Cl -3.0716 1.7519 2.0605  C10 1.706
14 S -1.7239 2.9971 -0.4823  C9 1.791, O15 1.428, O16 1.434, N17 1.663
15 O -2.6139 3.9648 0.0751  S14 1.428
16 O -1.1733 3.2399 -1.7843  S14 1.434
17 N -0.5143 2.7383 0.6289  S14 1.663, H18 1.005, C19 1.444
18 H -0.3596 3.5018 1.2633  N17 1.005
19 C 0.6329 1.9861 0.1772  N17 1.444, C20 1.531, H37 1.094, H38 1.092
20 C 0.6968 0.6312 0.8868  C19 1.531, H21 1.090, H22 1.088, S23 1.819
21 H -0.3134 0.2386 1.0026  C20 1.090
22 H 1.1557 0.7046 1.8704  C20 1.088
23 S 1.5806 -0.6217 -0.0921  C20 1.819, C24 1.865
24 C 3.3295 -0.5967 0.5542  S23 1.865, C25 1.521, C29 1.526, C33 1.522
25 C 3.8906 0.8169 0.5242  C24 1.521, H26 1.089, H27 1.088, H28 1.088
26 H 4.9557 0.7898 0.7499  C25 1.089
27 H 3.4074 1.4512 1.2639  C25 1.088
28 H 3.7589 1.2583 -0.4610  C25 1.088
29 C 4.1000 -1.4955 -0.4082  C24 1.526, H30 1.087, H31 1.087, H32 1.088
30 H 4.0745 -1.0830 -1.4135  C29 1.087
31 H 3.6568 -2.4878 -0.4347  C29 1.087
32 H 5.1366 -1.5824 -0.0895  C29 1.088
33 C 3.3541 -1.1782 1.9608  C24 1.522, H34 1.088, H35 1.087, H36 1.089
34 H 2.7842 -0.5651 2.6560  C33 1.088
35 H 2.9321 -2.1802 1.9612  C33 1.087
36 H 4.3801 -1.2313 2.3207  C33 1.089
37 H 0.5043 1.8240 -0.8969  C19 1.094
38 H 1.5560 2.5507 0.3257  C19 1.092
39 H -1.9328 1.0689 -2.5424  C8 1.078
40 H -2.7988 -1.2443 -2.6237  C7 1.077

Mulliken population analysis, charges in e, atoms 1 to 5: atom 1 (C): -0.877, atom 2 (H): 0.241, atom 3 (H): 0.357, atom 4 (H): 0.353, atom 5 (O): -0.437



# C8H15ClNO3

A gas-phase ion, C8H15ClNO3 (charge +1) (ωB97M-V/def2-TZVPD, the Open Molecules 2025 dataset).

Summary:
HOMO-LUMO gap (alpha / beta) ... 7.4 / 7.1 eV
Highest occupied orbital energy (alpha / beta) ... -10.0 / -14.9 eV
Electronic energy ... -1054.006507 Eh
Charge ... +1
Expectation value of S² ... 2.01
2S+1 ... 3

Bonds (Å) are listed after each position.
Atoms and positions in Å:
1 C -0.7807 0.3125 0.1828  N9 1.324, O10 1.362, O12 1.309
2 C -3.2210 0.0911 0.1438  O10 1.449, O11 1.169, Cl13 1.665
3 C -1.8821 3.5480 -0.3130  C7 1.571, H14 1.073, H15 1.155, H16 0.995
4 C 0.3651 -2.5096 1.1740  C8 1.561, H17 1.007, H18 1.023, H19 1.050
5 C 0.9648 -2.5127 -1.2598  C8 1.513, H20 1.036, H21 1.023, H22 1.047
6 C 1.5534 0.1130 -0.1021  N9 1.393, H23 1.186, H24 1.166, H25 1.208
7 C -1.3575 2.6002 0.8253  C3 1.571, O12 1.397, H26 1.113, H27 1.038
8 C 0.0923 -1.8515 -0.2150  C4 1.561, C5 1.513, N9 1.431, H28 1.011
9 N 0.2732 -0.4364 -0.1031  C1 1.324, C6 1.393, C8 1.431
10 O -1.8994 -0.4183 0.4477  C1 1.362, C2 1.449
11 O -3.4176 1.0776 -0.4520  C2 1.169
12 O -0.5527 1.5980 0.2784  C1 1.309, C7 1.397
13 Cl -4.3019 -1.0620 0.6691  C2 1.665
14 H -1.0246 3.6093 -0.9555  C3 1.073
15 H -2.7075 3.0590 -0.9561  C3 1.155
16 H -2.1789 4.4441 0.0027  C3 0.995
17 H 1.3438 -2.4809 1.4103  C4 1.007
18 H 0.0186 -1.8716 1.8953  C4 1.023
19 H -0.0900 -3.4542 1.2339  C4 1.050
20 H 1.9700 -2.5507 -1.0131  C5 1.036
21 H 0.7282 -2.1496 -2.1861  C5 1.023
22 H 0.6406 -3.5065 -1.2004  C5 1.047
23 H 2.3301 -0.6657 -0.5454  C6 1.186
24 H 1.6789 1.0312 -0.8099  C6 1.166
25 H 1.8098 0.5043 1.0114  C6 1.208
26 H -2.1066 2.0718 1.4563  C7 1.113
27 H -0.7920 3.2761 1.3738  C7 1.038
28 H -0.8340 -2.1192 -0.5197  C8 1.011

Mulliken population analysis, charges in e, atoms 1 to 5: atom 1 (C): 0.528, atom 2 (C): 0.478, atom 3 (C): -1.159, atom 4 (C): -1.586, atom 5 (C): -2.075



How do the records compare in maximum force? In the order shown, they have 2.2; 0.8; 0.9; 6.6 eV/Å.